{"formula": "C11H23N3O2", "method": "wB97M-V/def2-TZVPD", "orbital_gap_ev": 9.930, "de_lowest_kcal_mol": 0.68, "homo_energy_ev": -9.14, "symbols": ["C", "C", "C", "H", "H", "C", "N", "C", "O", "N", "H", "C", "H", "H", "C", "N", "C", "C", "H", "O", "C", "C", "H", "H", "H", "H", "H", "H", "H", "H", "H", "H", "H", "H", "H", "H", "H", "H", "H"], "coordinates": [[-3.12542, -1.34436, 1.67175], [-2.31299, -2.26671, 0.77053], [-2.67268, -2.14391, -0.71237], [-2.35880, -3.05495, -1.22757], [-3.75654, -2.06314, -0.81372], [-2.01496, -0.96719, -1.44860], [-2.52784, 0.33162, -1.09112], [-1.98105, 1.31112, -0.31028], [-2.48940, 2.41579, -0.25909], [-0.90366, 0.95249, 0.45008], [-0.42157, 0.09375, 0.23090], [-0.02878, 1.95663, 1.00319], [0.16932, 1.71800, 2.05284], [-0.54856, 2.91527, 0.95210], [1.27718, 2.01260, 0.20031], [1.81672, 0.67073, 0.03008], [2.50118, 0.17968, 1.21574], [2.90442, -1.27772, 0.99011], [3.47238, -1.65737, 1.84084], [3.73818, -1.41466, -0.13550], [3.10070, -0.91318, -1.28544], [2.70629, 0.55438, -1.11354], [2.18311, 0.89678, -2.00913], [3.61949, 1.16025, -0.98198], [3.81077, -1.02848, -2.10577], [2.19764, -1.50674, -1.49904], [1.99688, -1.88779, 0.85705], [1.82961, 0.23860, 2.07293], [3.40511, 0.77644, 1.43108], [1.99352, 2.69234, 0.68828], [1.05261, 2.40754, -0.79353], [-3.39716, 0.60672, -1.52113], [-2.18224, -1.10563, -2.52378], [-0.93380, -0.99102, -1.28546], [-1.24711, -2.06906, 0.90642], [-2.49278, -3.29915, 1.08146], [-2.95340, -0.30110, 1.42868], [-4.18762, -1.55402, 1.56525], [-2.85075, -1.50239, 2.71235]]}